The following is a quantum chemistry calculation of one molecule with the formula C5H10O2, from OMol25.

Properties
structure (SMILES)	CC(=O)CCCO
total charge	0
HOMO energy	-9.8	eV
HOMO-LUMO gap	10.6	eV
lowest unoccupied orbital energy	0.80	eV
maximum force	0.35	eV/A
energy	-9441.8523	eV

Last column: Löwdin charge in e.
Geometry (Å):
C -2.181 -0.660 -0.370  -0.01
C -1.129 0.299 0.146  -0.44
O -1.123 1.463 -0.208  0.06
C -0.091 -0.217 1.136  -0.11
C 1.347 -0.322 0.537  -0.16
C 1.582 0.324 -0.837  -0.29
O 1.619 1.729 -0.798  -0.07
H -1.753 -1.649 -0.558  0.08
H -2.981 -0.785 0.372  0.09
H -2.612 -0.255 -1.287  0.09
H -0.095 0.484 1.980  0.12
H -0.406 -1.194 1.524  0.11
H 1.623 -1.381 0.469  0.11
H 2.052 0.154 1.227  0.11
H 0.848 -0.041 -1.577  0.12
H 2.570 0.017 -1.196  0.12
H 0.731 2.035 -0.559  0.06